--- A ---
Entry from OMol25: the molecule FH3N2O2S (ωB97M-V/def2-TZVPD).

Its SMILES is N[S@@](=O)(O)=NF. Its HOMO-LUMO gap is 10.558 eV. Its LUMO energy is 0.3 eV. For the highest occupied orbital energy, the calculation gives -10.220 eV.

The geometry in ORCA input format:
```
! RIJCOSX wB97M-V def2-TZVPD def2/J DEFGRID3
* xyz 0 1
N 0.9750 -0.0643 -1.0197
N -1.6446 0.2731 -0.2246
O 0.1650 -0.2005 1.4195
O -0.5380 -1.9618 -0.2163
F -1.1790 1.5717 0.0962
S -0.3383 -0.5651 -0.0994
H 1.8058 -0.5228 -0.6226
H 1.1905 0.9240 -1.0241
H -0.4364 0.5457 1.6909
*
```



--- B ---
Entry from OMol25: a cluster of 2 separate species, FH3N2O2S in total (ωB97M-V/def2-TZVPD).

Its HOMO-LUMO gap is 9.783 eV. Its LUMO energy is 0.4 eV. For the highest occupied orbital energy, the calculation gives -9.396 eV.

The geometry in ORCA input format:
```
! RIJCOSX wB97M-V def2-TZVPD def2/J DEFGRID3
* xyz 0 1
N -1.2330 0.2025 0.0288
N -2.3846 0.4680 -0.1263
O 1.3772 0.3969 1.2692
O 1.2303 -1.8212 0.1545
F 1.8067 0.0519 -1.1983
S 2.1318 -0.4473 0.4261
H 0.4154 -1.3620 -0.1522
H -0.5888 1.0493 -0.0098
H -2.7550 1.4619 -0.3919
*
```



--- C ---
Entry from OMol25: a cluster of 2 separate species, FH3N2O2S in total (ωB97M-V/def2-TZVPD).

Its HOMO-LUMO gap is 10.086 eV. Its LUMO energy is -0.3 eV. For the highest occupied orbital energy, the calculation gives -10.344 eV.

The geometry in ORCA input format:
```
! RIJCOSX wB97M-V def2-TZVPD def2/J DEFGRID3
* xyz 0 1
N 1.9022 0.2659 1.0092
N 1.6626 -0.1411 -0.1294
O -3.3888 -0.1808 0.2566
O -1.1440 -0.6515 -0.8384
F -1.8767 1.6142 -0.5512
S -1.9905 0.2110 0.3120
H -0.1906 -0.2583 -0.9241
H 2.7266 -0.0606 1.5189
H 2.2992 -0.7990 -0.6536
*
```



Which structure is most stable, and how do the rest compare? From most to least stable: C, B, A.



--- A ---
Entry from OMol25: the molecule C6H5FN2O (ωB97M-V/def2-TZVPD).

Its HOMO-LUMO gap (alpha / beta) is 8.548 / 7.485 eV. Its LUMO energy (alpha / beta) is -0.4 / -0.8 eV. For the highest occupied orbital energy (alpha / beta), the calculation gives -8.943 / -8.296 eV.

The geometry in ORCA input format:
```
! RIJCOSX wB97M-V def2-TZVPD def2/J DEFGRID3
* xyz 0 1
C -2.3561 0.7680 -0.6122
C -1.8716 -0.4931 -0.5511
C -0.3712 0.8608 0.2914
C 2.0312 0.9811 0.1428
C 2.3727 -0.2526 -0.0974
C 0.0182 -1.4475 0.7817
N -1.2963 1.6092 -0.2244
N -0.7086 -0.4940 0.1275
O 0.8257 1.2622 0.7786
F 3.4002 -0.9642 -0.5633
H -3.2370 1.1729 -1.1415
H -2.2546 -1.4193 -0.9453
H 2.5343 1.9035 0.1571
H 0.4348 -2.3499 0.1390
H 0.4783 -1.1371 1.7171
*
```



--- B ---
Entry from OMol25: a cluster of 2 separate species, C6H5FN2O in total (ωB97M-V/def2-TZVPD).

Its SMILES is C=C/N=C(\F)C#N.C=C=O. Its HOMO-LUMO gap is 8.717 eV. Its LUMO energy is -0.5 eV. For the highest occupied orbital energy, the calculation gives -9.222 eV.

The geometry in ORCA input format:
```
! RIJCOSX wB97M-V def2-TZVPD def2/J DEFGRID3
* xyz 0 1
C 0.5960 -0.9567 0.9097
C 1.7707 2.4987 0.3251
C -2.4959 -2.5505 0.2089
C 1.0340 3.4478 -0.2702
C -1.8071 -3.2210 -0.7287
C 0.6838 0.3342 0.3197
N 0.5535 -2.0081 1.3977
N 1.4172 1.2111 0.7923
O -3.1987 -1.9968 1.0029
F -0.0285 0.4628 -0.8065
H 2.8727 2.6931 0.4214
H 1.6131 4.2023 -0.8204
H -0.0643 3.1598 -0.3931
H -1.1437 -4.0538 -0.4581
H -1.8030 -3.2231 -1.9007
*
```



Which structure is most stable, and how do the rest compare? From most to least stable: B, A.



--- A ---
Entry from OMol25: a cluster of 2 separate species, C2H7NO2Si in total (ωB97M-V/def2-TZVPD).

Its HOMO-LUMO gap is 10.133 eV. Its LUMO energy is -0.3 eV. For the highest occupied orbital energy, the calculation gives -10.427 eV.

The geometry in ORCA input format:
```
! RIJCOSX wB97M-V def2-TZVPD def2/J DEFGRID3
* xyz 0 1
C -1.6904 -0.0896 -0.3049
C 0.4212 -0.1792 -0.3784
N 0.5904 -1.4327 0.1704
O 0.9432 -1.4616 1.3374
O 0.4338 -2.4271 -0.5144
Si 1.1677 1.3334 0.5718
H -1.7804 0.2208 -1.3697
H -2.1171 0.5692 0.3330
H -1.9700 -1.1277 -0.3014
H 0.3411 -0.1663 -1.4632
H 0.2399 2.2967 -0.0654
H 0.9789 0.9350 1.9538
H 2.4418 1.5291 0.0311
*
```



--- B ---
Entry from OMol25: a cluster of 2 separate species, C2H7NO2Si in total (ωB97M-V/def2-TZVPD).

Its SMILES is C=[N+]([O-])O.C=[SiH2]. Its HOMO-LUMO gap is 8.560 eV. Its LUMO energy is 0.3 eV. For the highest occupied orbital energy, the calculation gives -8.294 eV.

The geometry in ORCA input format:
```
! RIJCOSX wB97M-V def2-TZVPD def2/J DEFGRID3
* xyz 0 1
C 0.9000 1.2722 -1.1594
C -0.7025 -1.2102 -0.7135
N 1.2125 1.0155 0.0824
O 0.3652 1.3091 1.0912
O 2.2176 0.3572 0.5793
Si -1.4600 -1.2842 0.9217
H -0.0971 1.8255 -1.4493
H 1.3991 0.8145 -1.9371
H -1.2391 -0.9761 -1.5964
H 0.3193 -1.7570 -0.9883
H 0.9508 1.2938 1.6618
H -0.9990 -1.6945 2.3740
H -2.8668 -0.9657 1.1336
*
```



Which structure is most stable, and how do the rest compare? From most to least stable: A, B.



--- A ---
Entry from OMol25: the molecule C20H27N5O3 (ωB97M-V/def2-TZVPD).

Its SMILES is CCNC(=O)N1CCC(n2nccc2NC(=O)CCOc2ccccc2)CC1. Its HOMO-LUMO gap is 8.995 eV. Its LUMO energy is 0.6 eV. For the highest occupied orbital energy, the calculation gives -8.428 eV.

The geometry in ORCA input format:
```
! RIJCOSX wB97M-V def2-TZVPD def2/J DEFGRID3
* xyz 0 1
C -6.3508 -0.9723 0.6401
H -6.3045 -1.6825 -0.1841
C -6.0103 0.4359 0.1606
N -4.6805 0.5183 -0.4054
C -3.6332 0.9308 0.3727
O -3.7912 1.3766 1.4936
N -2.3889 0.9107 -0.2153
C -2.0559 0.3669 -1.5088
H -1.2913 1.0200 -1.9494
H -2.9175 0.3878 -2.1754
C -1.4900 -1.0499 -1.3746
H -2.2242 -1.7157 -0.9207
H -1.2260 -1.4522 -2.3532
C -0.2523 -1.0069 -0.4772
N 0.2617 -2.3416 -0.2765
C 1.5200 -2.7012 0.0881
C 1.5199 -4.0708 0.2578
C 0.2005 -4.4478 -0.0190
N -0.5446 -3.4075 -0.3315
H -0.2270 -5.4302 -0.0037
H 2.3486 -4.6828 0.5406
N 2.5205 -1.7544 0.2317
C 3.7969 -1.9995 0.6385
O 4.2179 -3.0829 0.9664
C 4.6441 -0.7301 0.6716
C 4.6566 0.0165 -0.6694
O 3.4192 0.6241 -0.9904
C 3.0987 1.8520 -0.4679
C 1.9149 2.4073 -0.9533
C 1.4752 3.6303 -0.4899
C 2.2108 4.3184 0.4620
C 3.3896 3.7738 0.9351
C 3.8398 2.5445 0.4799
H 4.7643 2.1482 0.8694
H 3.9733 4.3048 1.6719
H 1.8676 5.2735 0.8273
H 0.5574 4.0498 -0.8739
H 1.3658 1.8657 -1.7090
H 5.4593 0.7620 -0.6801
H 4.8369 -0.6930 -1.4825
H 5.6629 -1.0183 0.9306
H 4.2552 -0.0789 1.4584
H 2.3179 -0.8240 -0.1125
C -0.6065 -0.3598 0.8697
C -1.2368 1.0185 0.6526
H -0.5080 1.7002 0.2014
H -1.5770 1.4370 1.6005
H 0.2851 -0.2648 1.4919
H -1.3180 -1.0049 1.3887
H 0.5221 -0.4080 -0.9769
H -4.5035 -0.1145 -1.1675
H -6.7277 0.7614 -0.5994
H -6.0349 1.1335 0.9994
H -5.6483 -1.2827 1.4097
H -7.3537 -0.9915 1.0573
*
```



--- B ---
Entry from OMol25: the molecule C20H27N5O3 (ωB97M-V/def2-TZVPD).

Its SMILES is CCCn1c(N)c(N2CCCCC2)c(=O)n(CC(=O)Nc2ccccc2)c1=O. Its HOMO-LUMO gap is 9.033 eV. Its LUMO energy is 0.7 eV. For the highest occupied orbital energy, the calculation gives -8.309 eV.

The geometry in ORCA input format:
```
! RIJCOSX wB97M-V def2-TZVPD def2/J DEFGRID3
* xyz 0 1
C 1.7495 4.6154 0.2644
C 2.2458 4.2481 -1.1286
H 2.8299 5.0733 -1.5396
C 3.1185 2.9904 -1.1613
N 2.3818 1.7976 -0.7685
C 2.4526 1.2677 0.4915
C 1.7733 0.1211 0.8169
C 0.9457 -0.5359 -0.1455
O 0.2838 -1.5487 0.0179
N 0.9198 0.0927 -1.4021
C 1.5904 1.2307 -1.7552
O 1.5333 1.7095 -2.8686
C -0.0455 -0.4575 -2.3330
H 0.1972 -1.5043 -2.5290
H 0.0132 0.1312 -3.2520
C -1.4375 -0.3007 -1.7032
O -1.7293 0.6959 -1.0829
N -2.2594 -1.3502 -1.9512
C -3.5852 -1.5406 -1.5449
C -4.3129 -0.5752 -0.8566
C -5.6249 -0.8301 -0.5004
C -6.2259 -2.0349 -0.8220
C -5.5023 -2.9969 -1.5070
C -4.1913 -2.7535 -1.8672
H -3.6283 -3.5072 -2.4008
H -5.9602 -3.9412 -1.7625
H -7.2508 -2.2251 -0.5409
H -6.1823 -0.0758 0.0348
H -3.8470 0.3615 -0.6026
H -1.8520 -2.1499 -2.4155
N 1.8949 -0.3385 2.1666
C 2.6359 -1.5905 2.2729
C 2.9520 -1.8683 3.7393
C 1.6586 -1.9496 4.5436
C 0.8587 -0.6665 4.3426
C 0.6113 -0.4381 2.8549
H 0.0703 0.4990 2.6970
H 0.0014 -1.2572 2.4494
H -0.0977 -0.7261 4.8640
H 1.4188 0.1787 4.7493
H 1.8787 -2.0990 5.6025
H 1.0690 -2.8005 4.1958
H 3.5126 -2.8010 3.8197
H 3.5742 -1.0603 4.1305
H 3.5610 -1.4839 1.6991
H 2.0604 -2.4288 1.8522
N 3.2771 1.8342 1.4238
H 3.3577 2.8372 1.4429
H 3.1357 1.3823 2.3216
H 3.9980 3.0885 -0.5242
H 3.4465 2.8279 -2.1917
H 1.3923 4.0810 -1.7865
H 1.1068 5.4904 0.2082
H 2.5811 4.8567 0.9265
H 1.1674 3.8037 0.6963
*
```



Which structure is most stable, and how do the rest compare? From most to least stable: B, A.